The following is a quantum chemistry calculation of a structure of composition C41H39CoN6O6, from OMol25.

Properties
M = 770.732 g/mol
Charge = -1
Frontier orbital gap (alpha / beta) = 4.265 / 6.360 eV
F_max = 0.5 eV/Å
Multiplicity = 4
HOMO energy (alpha / beta) = -0.0902 / -0.1828 Eh
E = -102002.0436 eV
LUMO level (alpha / beta) = 1.8 / 1.4 eV
Energy relative to the best compared isomer or geometry (same formula, charge and spin) = 0.671 eV

Cartesian coordinates (Å):
Co  1.427  -1.638  1.092
O  1.372  -1.729  2.964
C  2.438  -1.684  3.748
C  3.751  -1.357  3.367
C  4.756  -1.215  4.341
C  6.051  -0.863  3.985
C  6.402  -0.633  2.662
C  5.433  -0.778  1.681
C  4.115  -1.146  1.982
O  3.269  -1.298  1.006
N  7.059  -0.718  5.018
O  8.200  -0.421  4.691
O  6.730  -0.894  6.183
H  2.248  -1.870  4.804
H  4.519  -1.377  5.384
H  7.418  -0.356  2.422
H  5.675  -0.623  0.636
C  -7.731  -0.601  -8.865
O  -7.984  -0.609  -7.473
C  -6.908  -0.710  -6.644
C  -7.191  -0.781  -5.280
C  -6.166  -0.883  -4.365
C  -4.832  -0.915  -4.779
C  -4.566  -0.839  -6.135
C  -5.589  -0.736  -7.074
C  -3.772  -1.029  -3.764
N  -3.974  -1.043  -2.471
C  -2.724  -1.165  -1.906
C  -1.758  -1.225  -2.881
N  -2.445  -1.136  -4.068
C  -0.344  -1.357  -2.632
C  0.680  -1.413  -3.547
C  2.008  -1.552  -3.081
C  2.251  -1.607  -1.726
N  1.277  -1.524  -0.814
C  -0.026  -1.428  -1.252
C  -0.991  -1.381  -0.243
N  -0.498  -1.467  1.037
C  -1.363  -1.395  2.050
C  -2.724  -1.245  1.866
C  -3.245  -1.167  0.561
C  -2.379  -1.235  -0.504
H  -8.701  -0.569  -9.353
H  -7.200  -1.503  -9.179
H  -7.152  0.278  -9.160
H  -8.226  -0.757  -4.965
H  -6.374  -0.941  -3.304
H  -3.544  -0.849  -6.499
H  -5.340  -0.674  -8.123
H  -2.039  -1.162  -4.985
H  0.476  -1.358  -4.611
H  2.839  -1.612  -3.770
H  3.251  -1.712  -1.322
H  -0.924  -1.471  3.037
H  -3.372  -1.184  2.729
H  -4.307  -1.053  0.384
C  0.183  0.781  5.763
C  0.465  1.820  4.708
C  0.530  3.179  5.038
C  0.831  4.146  4.078
C  0.883  5.608  4.456
C  1.080  3.764  2.774
C  1.033  2.390  2.384
C  0.700  1.447  3.406
N  1.253  1.832  1.188
C  1.666  2.450  -0.063
C  1.874  3.968  -0.150
C  0.589  2.049  -1.081
C  2.990  1.762  -0.430
H  -0.549  1.141  6.488
H  1.098  0.532  6.305
H  -0.188  -0.138  5.311
H  0.344  3.488  6.063
H  0.739  5.742  5.528
H  0.108  6.176  3.937
H  1.846  6.046  4.188
H  1.304  4.535  2.057
H  0.667  0.405  3.114
H  0.948  4.520  0.024
H  2.214  4.205  -1.160
H  2.641  4.313  0.545
H  -0.379  2.472  -0.799
H  0.489  0.963  -1.115
H  0.858  2.414  -2.076
H  3.803  2.144  0.192
H  3.231  1.951  -1.480
H  2.919  0.687  -0.263
C  0.368  -4.276  1.596
C  1.517  -3.510  0.976
O  2.435  -4.053  0.436
H  0.628  -5.332  1.663
H  -0.515  -4.150  0.964
H  0.141  -3.863  2.578

Löwdin population analysis, charges in e, atoms 1 to 6: atom 1 (Co): 0.51, atom 2 (O): -0.23, atom 3 (C): -0.18, atom 4 (C): -0.14, atom 5 (C): 0.02, atom 6 (C): -0.20

***

The following is a quantum chemistry calculation of a cluster of 11 separate species, C19H60O11 in total, from OMol25.

Properties
M = 464.678 g/mol
Frontier orbital gap = 10.302 eV
F_max = 2.7 eV/Å
SMILES string = CC(C)O.CC(C)O.CC(C)O.CC(C)O.CO.CO.CO.CO.CO.CO.CO
HOMO energy = -0.3626 Eh
E = -43194.3902 eV
LUMO level = 0.4 eV
Energy relative to the best compared isomer or geometry (same formula, charge and spin) = 4.149 eV

Cartesian coordinates (Å):
C  6.059  12.828  13.756
C  5.836  14.235  13.289
C  5.790  15.103  14.523
O  6.955  14.694  12.512
H  5.366  12.493  14.537
H  7.030  12.839  14.227
H  6.027  12.028  13.016
H  4.928  14.284  12.724
H  4.910  14.774  15.059
H  5.719  16.146  14.245
H  6.697  14.845  15.074
H  7.187  14.081  11.821
C  11.482  13.510  15.103
C  10.144  13.385  14.349
C  10.162  12.231  13.393
O  9.057  13.128  15.245
H  11.628  14.397  15.799
H  12.317  13.471  14.400
H  11.637  12.672  15.794
H  9.867  14.312  13.832
H  9.144  12.049  13.051
H  10.561  11.256  13.772
H  10.850  12.610  12.579
H  8.942  13.847  15.880
C  4.752  13.086  9.413
C  3.853  14.163  9.926
C  4.476  15.568  9.808
O  2.665  14.211  9.061
H  4.915  13.178  8.296
H  4.268  12.107  9.632
H  5.652  13.181  9.961
H  3.483  13.873  10.925
H  4.955  15.625  8.826
H  5.202  15.761  10.611
H  3.711  16.339  9.871
H  1.937  14.792  9.263
C  10.896  15.231  10.874
C  10.823  15.941  9.511
C  10.295  17.399  9.683
O  12.141  15.970  8.962
H  11.527  14.354  10.839
H  9.901  14.926  11.177
H  11.471  15.839  11.566
H  10.148  15.410  8.835
H  9.971  17.773  8.719
H  10.979  18.085  10.197
H  9.373  17.241  10.280
H  12.107  16.590  8.222
C  9.168  9.282  16.374
O  8.213  8.859  15.456
H  9.307  10.376  16.294
H  8.982  9.134  17.435
H  10.124  8.807  16.169
H  7.624  9.598  15.266
C  4.149  15.416  18.278
O  4.896  14.432  19.031
H  4.594  15.451  17.307
H  3.060  15.246  18.294
H  4.296  16.372  18.799
H  4.496  13.545  18.919
C  9.848  14.553  18.299
O  9.076  15.142  17.250
H  10.806  15.101  18.324
H  9.242  14.675  19.165
H  10.024  13.543  18.014
H  8.177  15.105  17.550
C  6.459  19.391  15.660
O  7.145  18.253  16.218
H  7.094  20.248  15.761
H  6.183  19.251  14.638
H  5.588  19.585  16.223
H  7.538  17.751  15.501
C  2.364  16.977  14.558
O  2.501  15.601  14.923
H  3.305  17.287  14.127
H  1.587  17.125  13.782
H  2.247  17.647  15.405
H  1.690  15.188  15.240
C  8.635  12.699  9.214
O  8.058  12.580  10.516
H  8.067  13.516  8.648
H  9.696  12.944  9.413
H  8.535  11.775  8.643
H  8.644  11.992  11.010
C  9.878  16.922  14.240
O  8.594  17.096  13.670
H  10.632  16.503  13.535
H  10.308  17.845  14.487
H  9.790  16.350  15.144
H  8.315  16.286  13.175

Löwdin population analysis, charges in e, atoms 1 to 6: atom 1 (C): -0.05, atom 2 (C): -0.46, atom 3 (C): -0.04, atom 4 (O): -0.06, atom 5 (H): 0.09, atom 6 (H): 0.05

***

The following is a quantum chemistry calculation of a structure of composition C3H2FKO3, from OMol25.

Properties
M = 144.142 g/mol
Frontier orbital gap = 8.698 eV
F_max = 0.7 eV/Å
HOMO energy = -0.3313 Eh
E = -28326.8828 eV
LUMO level = -0.3 eV

Cartesian coordinates (Å):
C  -0.821  0.241  0.860
C  0.228  -0.785  1.148
O  1.356  -0.275  0.422
C  1.137  0.892  -0.106
O  -0.120  1.265  0.196
O  -1.991  0.290  1.030
H  -0.044  -1.772  0.757
H  0.468  -0.846  2.216
F  0.442  -0.431  -3.419
K  -0.654  1.423  -3.103

Löwdin population analysis, charges in e, atoms 1 to 6: atom 1 (C): -0.41, atom 2 (C): -0.03, atom 3 (O): -0.01, atom 4 (C): -0.05, atom 5 (O): 0.02, atom 6 (O): 0.18